(1)
Here is a molecular structure, C26H60N2NiO6 from the OMol25 dataset. Energies are from ωB97M-V/def2-TZVPD.

The HOMO-LUMO gap (alpha / beta) is 6.6 / 6.5 eV. Its HOMO energy (alpha / beta) is -6.00 / -5.95 eV. The energy relative to the best compared isomer or geometry (same formula, charge and spin) is 0.0 kcal per mole. The multiplicity is 3. The charge is 0.

Last column: Mulliken charge in e.
Atoms and positions in Å:
1 Ni 0.17912 -0.09204 0.16145  1.55
2 O 0.14651 1.45383 -1.38575  0.01
3 O -0.24383 -1.47755 -1.36893  0.87
4 O 2.12421 -0.65427 -0.20316  0.04
5 O 0.78014 1.36859 1.48545  0.70
6 O -1.82745 0.27901 0.60475  0.04
7 O 0.06189 -1.66977 1.75520  -0.45
8 N -0.36150 -2.66803 -2.08111  -0.22
9 N 0.49030 2.60747 2.03962  0.09
10 C -3.70353 -0.57615 1.84724  -1.40
11 C -3.06109 -0.45111 0.47046  1.97
12 C -2.89022 -2.92718 -1.89231  -1.72
13 C 1.43728 3.67847 0.09112  -2.13
14 C -0.00449 2.49104 3.40629  1.80
15 C 0.94315 1.79233 4.39555  -1.13
16 C 4.47960 -0.71715 0.18986  -1.53
17 C -0.05200 -3.83997 -4.14910  -1.14
18 C 2.87709 3.40279 2.11591  -1.39
19 C 3.30549 0.15255 -0.26161  2.04
20 C -1.35653 -3.80177 -0.13843  -0.81
21 C 0.97778 5.01912 2.13730  -1.22
22 C 1.17904 -1.73346 -3.74633  -1.84
23 C -0.29215 1.90328 -2.68263  -1.01
24 C 1.18914 -2.05840 2.53255  -0.66
25 C 3.53171 0.72671 -1.63514  -1.25
26 C -1.46921 -3.48563 -1.63234  1.64
27 C -1.37578 -4.86641 -2.30108  -1.30
28 C -0.35618 3.89215 3.91830  -1.29
29 C -0.14900 -2.46117 -3.49864  1.75
30 C -1.21766 -4.77087 -3.84964  -0.80
31 C 0.69734 4.95539 3.63655  -0.65
32 C 1.44512 3.63687 1.62643  1.56
33 C -1.32747 1.73224 3.41763  -2.04
34 C -1.24327 -1.62146 -4.17511  -1.66
35 C -3.97520 0.24438 -0.52066  -1.53
36 H -1.44837 -0.69248 -3.63432  0.07
37 H -2.29328 -5.44163 -2.14371  0.34
38 H 1.87575 2.33681 4.55132  0.35
39 H -2.03925 2.12425 2.68065  0.33
40 H -4.97837 -0.18029 -0.45389  0.41
41 H -2.78239 -1.41446 0.04803  -1.49
42 H -2.82587 -1.84758 -2.04254  0.07
43 H -3.12440 -0.99335 2.66814  0.29
44 H 2.22248 -1.43516 -0.76914  0.01
45 H -2.02748 1.15772 0.95811  -0.06
46 H -1.48309 -2.91616 0.48841  -0.93
47 H -0.72262 -2.17200 1.97679  0.19
48 H -0.99247 -5.76485 -4.23263  0.46
49 H 0.96281 -2.86822 3.22755  0.47
50 H 2.73458 1.35256 -2.03778  0.06
51 H 2.85757 3.30369 3.20087  0.35
52 H -4.11538 1.26245 -0.12895  0.47
53 H 0.47243 1.70514 5.37782  0.47
54 H 3.14497 0.91358 0.50339  -1.36
55 H -4.66614 -1.09383 1.85042  0.40
56 H -1.27934 4.20938 3.42291  0.40
57 H 1.78145 2.74132 -0.34016  0.17
58 H -3.57401 -3.10884 -1.05899  0.45
59 H 0.17805 2.85803 -2.92302  0.30
60 H 2.04420 4.51228 -0.26801  0.59
61 H 4.45415 1.29219 -1.77625  0.42
62 H 3.54488 4.18032 1.74181  0.45
63 H -1.37869 1.97129 -2.64733  0.32
64 H -2.15346 -4.46839 0.19852  0.45
65 H 5.45577 -0.24483 0.06941  0.39
66 H 4.32962 -1.09178 1.20273  0.36
67 H 1.61816 4.88844 4.21422  0.34
68 H -1.19734 0.69065 3.11697  0.07
69 H -0.61875 3.89197 4.97983  0.43
70 H -2.19224 -4.41292 -4.18560  0.31
71 H -0.90703 -1.25926 -5.15224  0.47
72 H 1.37487 -1.53235 -4.80056  0.52
73 H 0.11706 5.35464 1.55721  0.35
74 H 0.79449 -4.29577 -3.62453  0.40
75 H -3.59552 0.27980 -1.53553  0.23
76 H -1.86236 1.73457 4.36919  0.46
77 H 1.96303 -2.44335 1.86797  0.17
78 H -0.21498 2.10590 -0.76555  -0.08
79 H -0.38951 -4.24803 0.09711  0.57
80 H 3.32814 2.46159 1.78561  -0.08
81 H -3.96057 0.45011 2.14054  0.37
82 H 1.29212 -0.80523 -3.18608  -0.14
83 H 0.07894 -3.73739 -5.22752  0.36
84 H 3.63104 -0.12553 -2.32169  0.34
85 H 1.54785 -1.18919 3.08089  0.01
86 H -0.57408 -5.49158 -1.89935  0.47
87 H 0.21880 5.89503 3.93532  0.44
88 H -3.40666 -3.32191 -2.77035  0.37
89 H 0.04347 1.17689 -3.41710  0.20
90 H 2.00370 -2.38085 -3.42188  0.37
91 H -2.19457 -2.14039 -4.29495  0.30
92 H 1.76607 5.76618 2.01543  0.37
93 H 1.21290 0.79207 4.05514  -0.34
94 H 0.41100 3.88190 -0.23153  0.31
95 H 4.59956 -1.63697 -0.40077  0.38

***

(2)
Here is a molecular structure, C26H61CoN6OSi3 from the OMol25 dataset. Energies are from ωB97M-V/def2-TZVPD.

The HOMO-LUMO gap (alpha / beta) is 6.5 / 6.5 eV. Its HOMO energy (alpha / beta) is -8.90 / -8.90 eV. The multiplicity is 2. The charge is +1.

Last column: Mulliken charge in e.
Atoms and positions in Å:
1 Co 0.12430 1.03641 -0.14735  0.75
2 Si 2.73433 -2.96114 1.76933  0.38
3 Si -0.29592 -3.40965 1.15679  1.12
4 Si 1.43845 -2.31069 -1.00170  -0.31
5 O 0.64153 -0.81458 -1.45442  -0.01
6 N 2.05956 0.79035 0.56108  2.30
7 N -0.94391 2.84005 0.76891  0.52
8 N 1.04576 2.20991 -1.53803  -0.02
9 N -3.57235 1.65552 -2.52150  0.03
10 N -1.63237 0.90619 -1.20549  0.36
11 N -0.67126 0.16654 1.49074  1.39
12 C 0.29057 -0.71135 -2.82898  -1.28
13 C -3.40200 2.49920 -3.72349  -0.64
14 C 1.27065 -2.52440 0.76083  1.64
15 C -4.45064 3.61411 -3.71011  -0.70
16 C 1.23103 1.16439 2.84097  -1.28
17 C -0.15132 -5.28886 1.06435  -1.43
18 C -4.70619 4.07831 -2.27882  -0.38
19 C 4.29948 -1.94061 1.44684  -1.24
20 C 3.32285 -4.74422 1.55566  -1.23
21 C -2.54397 1.28613 -1.81351  0.04
22 C -1.92404 0.87228 1.83611  -0.94
23 C -5.36062 2.96113 -1.44772  -0.58
24 C 0.65881 -3.62429 -2.12290  -1.34
25 C -0.28227 4.15019 0.85928  -1.15
26 C -1.73433 -2.90305 -0.00800  -1.08
27 C 3.03695 1.41502 -0.35145  -1.13
28 C 2.39965 1.62480 -1.70445  -0.75
29 C 1.04949 3.67706 -1.27087  -0.81
30 C -4.93205 1.58283 -1.95950  -0.82
31 C -1.69943 2.37779 1.94285  -1.08
32 C 3.16150 -2.06725 -1.73383  -1.26
33 C 2.45249 0.93097 1.97836  -1.02
34 C -1.06558 -3.12898 2.87492  -1.37
35 C 0.24343 0.01848 2.66161  0.58
36 C 1.09112 4.08880 0.20446  -0.03
37 C 2.43034 -2.78169 3.62821  -1.17
38 H 3.16818 1.74863 2.07655  0.61
39 H -0.89140 4.91964 0.37333  0.37
40 H -2.39586 2.92062 -3.69357  0.32
41 H -0.33494 -3.02857 3.67885  0.30
42 H 3.34553 -3.04327 4.16582  0.50
43 H -1.59284 2.86413 -0.00716  -0.21
44 H -3.75228 4.37142 -1.82700  0.05
45 H 1.56406 5.06993 0.28045  0.50
46 H 0.78746 2.12123 2.57063  -0.07
47 H -1.94853 -3.69254 -0.72963  0.32
48 H -5.33346 4.96822 -2.27162  0.43
49 H -0.18548 4.44395 1.90586  0.42
50 H 0.52095 -5.60846 0.26684  0.34
51 H 2.66019 -5.44899 2.06036  0.32
52 H -2.65225 -2.74805 0.56922  0.37
53 H 1.65125 -3.46356 3.97678  0.30
54 H 3.11653 -2.03069 -2.82500  0.42
55 H -6.44779 3.02902 -1.50522  0.39
56 H -1.72388 -2.25893 2.90989  0.23
57 H 3.93947 0.80719 -0.45307  0.51
58 H -1.13094 2.61579 2.84024  0.43
59 H 3.79569 -2.91839 -1.47790  0.44
60 H -1.12524 -5.75791 0.90136  0.38
61 H -1.69281 -3.99424 3.10703  0.48
62 H -4.94571 0.82250 -1.18118  0.43
63 H 0.17025 0.33437 -3.11789  0.31
64 H 2.03117 -0.23218 0.37813  -1.75
65 H 1.05645 -1.14801 -3.47323  0.33
66 H 4.15166 -0.85254 1.41174  0.37
67 H 3.34611 2.36900 0.07638  0.63
68 H 3.34803 -5.02338 0.49852  0.31
69 H 3.67422 -1.16786 -1.38431  0.25
70 H -2.32515 0.49633 2.78155  0.56
71 H -4.09513 4.43314 -4.33462  0.41
72 H -3.48359 1.87585 -4.61517  0.31
73 H 4.99678 -2.14393 2.26387  0.54
74 H 4.79930 -2.23417 0.52381  0.33
75 H -0.65611 -1.21643 -3.03222  0.21
76 H 3.02722 2.26249 -2.33369  0.65
77 H 2.14804 -1.77095 3.93746  0.27
78 H 0.80767 -0.89860 2.48683  -1.48
79 H 2.27413 0.66529 -2.20006  -0.01
80 H -0.36144 -0.12263 3.55875  0.59
81 H -1.53308 -1.99493 -0.58664  -0.15
82 H -0.91339 -0.77446 1.17805  -1.08
83 H 0.14612 4.09144 -1.72829  0.35
84 H 1.53226 1.23193 3.88770  0.61
85 H 4.32715 -4.88546 1.96304  0.40
86 H 0.24608 -5.68523 2.00226  0.29
87 H -5.38171 3.26212 -4.15901  0.34
88 H 1.89811 4.11532 -1.80225  0.40
89 H -0.38169 -3.42721 -2.37824  0.30
90 H -2.66654 2.88157 2.04387  0.55
91 H 0.68369 -4.59257 -1.61840  0.20
92 H 1.21293 -3.73258 -3.05850  0.46
93 H -2.65538 0.65188 1.05978  0.38
94 H 1.71009 3.39223 0.76804  -0.24
95 H -5.58196 1.23508 -2.76248  0.39
96 H 0.57535 2.07749 -2.42661  0.17
97 H 2.95716 0.01194 2.29546  -0.02
98 H -5.09470 3.07124 -0.39468  0.24

***

- Which value of charge does entry 2 give?
  +1

***

- Which of these has the highest multiplicity?
  C26H60N2NiO6